1.
Here is 3 unconnected molecules or ions with the total composition C20H50FN4O5P2 from the Open Molecules 2025 dataset. Energies are from ωB97M-V/def2-TZVPD.

Properties
Kohn-Sham gap	0.2476	Eh
LUMO level	2.27	eV
total charge	-1
HOMO	-4.46	eV

Structure (XYZ):
```
82
Properties=species:S:1:pos:R:3:forces:R:3
C 0.835250 0.061124 -2.164224 1.4 -0.1 0.6
C 0.837633 0.525313 -0.668376 -1.3 1.1 -1.2
O 0.273042 -0.431193 0.236781 1.7 -0.8 -1.0
P 1.252910 -1.685996 0.595451 -1.1 -1.2 2.3
O 1.770426 -1.512064 1.967710 0.6 0.3 -0.1
C 0.201949 -3.199513 0.586069 -0.7 0.4 -1.4
C -0.684304 -3.359856 -0.699235 0.8 -0.7 0.4
P -2.311424 -2.356869 -0.679867 0.1 -0.4 -0.2
N -2.931325 -3.278739 -2.128807 0.7 0.1 -0.5
C -3.918048 -1.251874 -0.757035 1.2 0.0 -0.3
O -4.995293 -1.683322 -0.549450 -2.0 -0.3 0.6
N -3.817992 0.198550 -1.112605 -0.8 0.4 -0.4
C -3.887891 0.993782 0.050253 -0.5 -0.5 -2.4
O -3.108078 0.940423 0.900198 2.0 0.3 3.0
F -4.899721 1.870023 0.144410 -0.5 -0.2 -0.6
O 2.479581 -1.873549 -0.470140 -1.2 0.8 0.5
C 3.677617 -1.170799 -0.095743 1.3 0.1 -0.9
C 4.513974 -1.010439 -1.398109 -0.1 0.2 0.5
H 0.267387 0.732594 -2.819748 -0.1 -0.3 0.3
H 1.889162 0.076823 -2.500446 -0.5 0.0 -0.1
H 0.514988 -0.985566 -2.246927 -0.2 0.5 0.0
H 1.820704 0.913114 -0.350812 -0.3 -0.5 0.0
H 0.160842 1.398309 -0.638921 0.2 -0.4 0.4
H -0.471363 -3.120445 1.458011 0.4 0.2 -0.2
H 0.809265 -4.105839 0.726524 0.2 0.5 0.1
H -0.039072 -3.125576 -1.575713 -0.5 0.1 0.2
H -0.910740 -4.441119 -0.799536 -0.1 0.5 0.0
H -1.658255 -1.346437 -1.523876 -0.1 0.4 0.0
H -1.967343 -1.664722 0.545065 0.3 0.4 -0.1
H -2.985909 -3.353441 0.146702 -0.1 0.2 0.0
H -3.534800 -2.683282 -2.696837 0.0 -0.1 0.1
H -2.101047 -3.424816 -2.710719 -0.3 -0.1 -0.1
H -2.930524 0.339598 -1.592703 0.1 0.0 0.5
H 3.503637 -0.164095 0.309673 -0.3 -0.4 0.1
H 4.219176 -1.739814 0.673748 -0.3 0.1 -0.3
H 4.288557 -0.039031 -1.870417 0.0 -0.5 0.0
H 5.596131 -1.006188 -1.184239 -0.4 -0.1 0.0
H 4.270269 -1.826348 -2.092249 0.2 0.3 0.2
C 1.929231 4.040329 -2.091263 0.0 0.0 0.0
C 3.426587 4.046595 -1.817599 -0.2 0.1 0.0
N 4.212671 3.436197 -2.875775 0.2 -0.2 0.0
C 5.593445 3.183530 -2.495076 0.1 -0.1 0.2
C 6.483725 4.391963 -2.187780 0.2 0.0 0.0
C 4.018113 3.980725 -4.208888 -0.3 0.1 -0.1
C 4.284279 5.475787 -4.417818 0.1 0.1 -0.2
H 1.574581 3.028642 -2.297036 0.0 0.0 0.0
H 1.393347 4.412881 -1.216469 0.0 0.0 0.0
H 1.662051 4.682447 -2.932555 0.0 0.0 0.0
H 3.589649 3.480555 -0.895523 0.2 0.0 -0.1
H 3.744657 5.079332 -1.609295 0.0 0.0 0.1
H 6.072395 2.580461 -3.272549 -0.1 0.1 -0.1
H 5.580921 2.539422 -1.609050 -0.1 0.1 0.0
H 6.782504 4.917433 -3.094048 -0.1 0.1 0.0
H 7.402250 4.053314 -1.701013 0.0 0.0 0.0
H 6.003366 5.100651 -1.512023 0.0 0.0 0.0
H 2.987237 3.776262 -4.512032 0.0 0.0 0.1
H 4.624184 3.410516 -4.918531 0.1 -0.1 0.2
H 3.854422 6.091252 -3.625921 0.0 0.0 0.0
H 3.834994 5.799027 -5.360122 0.0 0.0 0.0
H 5.349864 5.693021 -4.485093 0.0 0.1 0.1
C -1.709441 -2.654299 4.426754 0.0 0.0 0.0
C -2.919829 -2.440991 3.527590 0.2 0.1 0.1
N -4.176742 -2.867238 4.128239 -0.2 -0.3 0.0
C -5.272369 -2.928494 3.170671 0.0 -0.1 -0.2
C -5.721915 -1.618385 2.524761 -0.3 0.1 0.0
C -4.497296 -2.285001 5.417552 0.2 0.0 0.2
C -4.583950 -0.756906 5.512298 -0.1 0.1 0.2
H -1.641673 -3.694665 4.753712 -0.1 0.0 0.0
H -0.796637 -2.413502 3.877643 0.0 0.0 0.0
H -1.736105 -2.011685 5.309777 0.0 0.0 0.0
H -2.756395 -3.026416 2.618241 -0.2 0.1 -0.1
H -2.947840 -1.387318 3.216819 0.1 0.0 -0.1
H -6.137070 -3.407722 3.643534 0.1 0.1 0.2
H -4.975812 -3.613604 2.370105 0.2 0.1 0.0
H -6.299870 -0.998998 3.212676 0.1 0.0 0.1
H -6.369638 -1.835795 1.673627 0.1 0.0 0.0
H -4.881040 -1.036806 2.147633 0.0 0.0 0.0
H -3.748292 -2.625132 6.140413 0.1 0.0 -0.1
H -5.435836 -2.716050 5.780283 0.0 0.0 -0.2
H -3.759584 -0.259859 4.998997 0.0 -0.1 0.0
H -4.544684 -0.451971 6.562400 0.0 0.0 0.0
H -5.521825 -0.378227 5.107871 0.1 0.0 -0.1
```
Forces are in eV/Å.



2.
Here is a molecular structure, C20H51B3BrO16P3 from the Open Molecules 2025 dataset. Energies are from ωB97M-V/def2-TZVPD.

Properties
Kohn-Sham gap	0.3574	Eh
LUMO level	0.20	eV
total charge	0
HOMO	-9.52	eV

Structure (XYZ):
```
94
Properties=species:S:1:pos:R:3:forces:R:3
C 0.102162 -2.259185 -5.771024 0.1 0.2 0.3
C -0.365203 -0.799505 -5.974988 -0.2 -0.7 0.2
B -1.870886 -0.720650 -6.362634 0.2 0.8 -0.9
O -2.572401 -1.733219 -6.999754 0.0 -0.1 0.6
B -3.517424 -2.203978 -6.111368 0.2 -0.1 -0.3
O -4.226979 -3.329040 -6.380288 0.5 -0.2 0.2
O -3.689638 -1.460305 -4.932170 -0.6 0.0 -0.2
B -3.609877 -0.089719 -5.130225 0.1 0.0 0.2
Br -4.843012 1.034466 -4.198450 0.0 0.1 0.0
O -2.656473 0.392365 -5.973318 -0.1 -0.5 0.5
H 0.860161 -2.278612 -4.987231 0.2 -0.1 -0.2
H -0.706251 -2.895636 -5.405549 -0.1 0.0 -0.1
H 0.510794 -2.709801 -6.672204 -0.1 0.0 0.0
H 0.283327 -0.277813 -6.680477 0.0 0.1 0.1
H -0.287996 -0.300302 -5.004870 0.1 0.3 -0.2
H -4.369736 -3.853106 -5.587230 -0.5 0.1 0.0
O -1.042709 2.585519 0.269494 -1.6 -3.5 -0.7
P -2.390917 3.175398 0.036151 2.5 6.8 1.0
O -1.827935 4.506428 -0.800659 -0.4 -0.1 0.0
C -1.235583 4.284735 -2.077629 0.0 0.0 0.0
C -2.266403 4.025122 -3.167463 0.0 -0.1 0.1
O -2.778596 3.830620 1.449315 -0.7 -0.6 -0.2
C -2.253638 3.326503 2.690849 0.2 0.0 0.3
C -1.119264 4.196464 3.179630 0.0 0.2 -0.2
O -3.817773 3.291320 -0.652459 0.0 -2.7 -0.2
C -4.874161 4.188298 -0.252660 -0.7 0.0 0.1
C -4.547803 5.648994 -0.449844 0.3 0.1 0.1
H -0.523171 3.456948 -2.004411 0.0 0.0 -0.1
H -0.669785 5.185848 -2.317580 0.0 0.0 0.1
H -2.808060 3.091465 -3.006496 0.1 0.0 0.0
H -1.780470 3.972649 -4.143141 0.0 0.0 0.0
H -3.009126 4.823316 -3.184803 0.0 0.0 -0.1
H -1.936641 2.289947 2.590285 0.0 0.0 -0.1
H -3.078971 3.347374 3.403374 -0.1 0.0 -0.1
H -0.328715 4.255158 2.431192 0.0 -0.1 0.0
H -0.703103 3.795684 4.104278 0.0 0.0 0.0
H -1.471391 5.212839 3.363412 0.0 0.0 0.0
H -5.178626 3.979318 0.771400 0.3 0.0 0.1
H -5.716916 3.913258 -0.887180 0.1 -0.1 -0.1
H -3.766922 5.985009 0.228875 0.0 0.0 0.0
H -5.448008 6.235935 -0.258827 0.0 -0.1 0.0
H -4.208865 5.840341 -1.466183 -0.1 0.0 0.0
O 3.736874 -2.196218 -3.446300 -2.3 -1.4 0.5
P 3.953881 -2.085534 -1.995319 4.3 2.8 0.2
O 4.242979 -0.505926 -1.757248 -0.1 -0.2 0.1
C 3.215371 0.431007 -2.092939 -0.2 0.2 0.0
C 2.089921 0.407753 -1.074457 -0.1 0.0 -0.1
O 5.407047 -2.694445 -1.688581 -0.4 -0.3 0.4
C 6.087516 -3.542037 -2.620084 0.3 -0.1 -0.2
C 7.140992 -2.761542 -3.373402 0.0 0.2 0.1
O 3.264470 -2.379271 -0.614968 -1.6 -1.1 -1.0
C 3.888651 -2.638635 0.652282 0.0 -0.2 0.6
C 4.682448 -1.470514 1.188149 0.2 0.2 -0.2
H 2.835213 0.224576 -3.097237 0.1 -0.1 0.0
H 3.690685 1.411034 -2.117372 0.1 0.0 0.0
H 1.561861 -0.546906 -1.103264 -0.1 0.1 0.0
H 1.367495 1.204134 -1.259325 0.0 0.0 0.0
H 2.487729 0.529025 -0.068082 0.0 0.1 0.0
H 5.383469 -4.014686 -3.303666 -0.1 0.1 0.0
H 6.554888 -4.333459 -2.031212 0.0 0.0 0.1
H 6.693736 -1.912014 -3.889547 -0.1 -0.1 -0.1
H 7.641486 -3.395965 -4.105787 0.0 0.0 0.0
H 7.888245 -2.368255 -2.682910 0.0 0.0 0.0
H 4.491848 -3.544787 0.611026 0.1 0.1 -0.3
H 3.054578 -2.857366 1.320055 -0.1 0.1 -0.1
H 5.576714 -1.284451 0.595675 0.0 0.0 -0.1
H 4.995299 -1.685080 2.211301 -0.1 -0.1 0.0
H 4.091353 -0.556045 1.189510 0.0 0.0 0.0
O -1.664008 0.388698 4.437097 -1.8 -0.3 0.5
P -1.253008 -0.992257 4.693744 3.8 -0.2 -1.3
O -0.330854 -1.116936 5.992299 -0.5 -0.1 0.3
C -0.837878 -0.690231 7.266541 -0.1 0.1 0.3
C -1.834298 -1.670393 7.854147 -0.1 -0.1 -0.2
O -0.149686 -1.384232 3.587691 -0.3 -0.3 0.2
C 0.126019 -0.537270 2.469457 0.2 0.2 -0.3
C 1.389697 0.258362 2.699841 0.1 0.0 0.2
O -2.092829 -2.316622 4.677649 -1.3 0.7 0.3
C -1.650813 -3.587744 4.168944 -0.2 -0.5 -0.1
C -0.515646 -4.192435 4.959973 0.2 0.2 0.1
H -1.282339 0.302679 7.165927 0.0 0.0 -0.1
H 0.030091 -0.599567 7.917571 0.1 0.0 -0.1
H -2.746750 -1.715462 7.257851 0.0 0.0 0.0
H -2.104472 -1.370097 8.866742 0.0 0.0 0.0
H -1.413395 -2.675837 7.883629 0.0 0.0 0.1
H -0.717465 0.118945 2.260731 0.0 0.0 0.1
H 0.250016 -1.194304 1.605370 0.0 -0.1 0.1
H 1.316299 0.852407 3.611665 -0.1 0.1 0.0
H 1.578961 0.928192 1.861480 -0.1 0.0 0.0
H 2.247272 -0.407187 2.817607 0.0 0.0 0.0
H -1.409928 -3.505933 3.110691 0.1 0.3 0.0
H -2.527242 -4.231785 4.237274 -0.1 0.1 0.1
H 0.403012 -3.619278 4.846274 0.0 0.0 0.0
H -0.334033 -5.207470 4.604494 0.0 0.0 0.0
H -0.758486 -4.229081 6.021876 -0.1 -0.1 0.0
```
Forces are in eV/Å.



3.
Here is a molecular structure, C20H51BNO13V from the Open Molecules 2025 dataset. Energies are from ωB97M-V/def2-TZVPD.

Properties
spin multiplicity	3
Kohn-Sham gap (alpha / beta)	0.1575 / 0.1581	Eh
LUMO level (alpha / beta)	3.84 / 3.84	eV
total charge	-2
HOMO (alpha / beta)	-0.45 / -0.46	eV
⟨S²⟩	2.03

Structure (XYZ):
```
87
Properties=species:S:1:pos:R:3:forces:R:3
O -3.416458 0.868561 -0.959782 0.7 -0.9 -0.1
V -2.254958 -0.145659 -0.599782 -1.7 -2.4 -1.6
C -2.633878 -2.779549 -0.455812 -2.8 -0.2 -9.1
O -2.901748 -3.279449 -1.565352 -4.0 -7.7 -2.0
O -3.425338 -1.913449 -0.122882 -7.3 6.2 6.7
O -1.555048 -2.326949 -0.591042 14.8 4.8 3.9
C -0.898488 0.041731 -2.978682 1.5 -5.3 4.7
O -0.607828 0.578371 -1.896722 2.5 5.3 2.3
O -0.199708 -0.887299 -3.503962 2.0 1.1 -3.1
O -1.965988 -0.558919 -2.813642 -6.7 -1.5 -2.6
B -1.690598 0.690631 1.340968 0.5 0.5 0.8
H -1.344198 0.892911 2.342628 1.3 0.7 3.3
H -1.314478 1.403431 0.623558 1.2 3.3 -2.3
H -1.232058 -0.221869 0.992628 1.9 -3.9 -0.6
H -2.765708 0.599851 1.329008 -3.7 -0.5 -0.1
C 5.116972 -4.850519 -6.494142 -1.0 1.5 -0.1
O 4.235742 -3.792249 -6.080602 0.6 0.0 -1.6
C 3.357062 -4.030539 -5.022172 1.0 -0.1 0.7
C 2.689752 -2.722049 -4.623802 -0.5 0.0 0.1
N 3.502132 -1.533479 -4.349792 0.3 -0.3 -0.3
C 4.430282 -1.555999 -3.229472 -1.1 0.1 0.5
C 3.723702 -1.861009 -1.911332 2.0 -1.5 0.3
O 2.864452 -0.908899 -1.554932 -3.0 1.8 1.0
C 1.934522 -1.243019 -0.506652 -0.7 0.7 0.2
H 4.649132 -5.832649 -6.425962 0.1 -0.1 0.3
H 6.059682 -4.737759 -5.958722 0.1 -0.5 0.2
H 5.283342 -4.636919 -7.549982 0.2 -0.2 0.0
H 3.991392 -4.420349 -4.226082 -0.2 -0.2 0.7
H 2.632972 -4.798909 -5.293132 -0.3 0.0 0.1
H 2.036142 -2.918019 -3.773802 0.3 0.0 0.4
H 1.907232 -2.538409 -5.360022 0.4 0.6 -0.4
H 4.091572 -1.224239 -5.109412 -0.6 -0.3 -0.7
H 4.841162 -0.548839 -3.159512 0.0 0.2 0.1
H 5.291102 -2.209609 -3.370472 0.1 -0.5 0.1
H 4.470062 -1.844109 -1.117132 0.9 -0.7 0.1
H 3.261142 -2.847369 -1.876252 0.0 -0.4 -0.4
H 1.525822 -0.299689 -0.144462 0.1 0.1 -0.1
H 2.270402 -1.777879 0.381728 1.3 0.0 0.0
H 1.053022 -1.838369 -0.744582 0.0 -0.1 -1.2
C -5.338758 -1.326809 4.639218 0.1 0.5 -0.9
C -4.380988 -1.204269 3.460868 -0.7 -1.2 -1.9
C -3.267618 -2.209509 3.452548 2.2 -0.7 0.5
O -5.147268 -1.538769 2.250248 -0.4 0.9 1.7
H -5.806918 -2.310949 4.619148 0.3 -0.2 0.3
H -6.157108 -0.626189 4.473298 0.0 0.2 0.2
H -4.802128 -1.081979 5.555838 -0.2 -0.2 0.2
H -3.938498 -0.217139 3.327228 -0.3 0.3 0.3
H -3.443268 -3.081579 2.822678 -0.6 -0.1 0.3
H -2.882148 -2.517589 4.424458 -0.6 -0.3 0.5
H -2.313138 -1.871099 3.049368 -0.2 0.8 -0.5
H -4.501158 -1.641679 1.547708 0.4 -0.1 -1.0
C 3.109102 3.826841 -1.820152 0.5 -0.7 0.9
C 2.356062 2.623401 -1.182652 0.7 1.3 -2.8
C 1.616922 3.125861 0.039618 0.0 -1.3 1.1
O 1.556992 2.067821 -2.245412 0.5 1.2 1.0
H 3.921202 4.098171 -1.145632 -0.3 0.7 0.7
H 2.380522 4.624001 -1.967752 0.4 0.2 -0.4
H 3.752282 3.553601 -2.656672 -0.9 -0.1 -0.8
H 3.146772 1.883881 -1.056192 -0.2 -0.3 1.1
H 0.818272 3.863331 -0.040312 0.1 0.1 -0.8
H 2.319432 3.516201 0.775968 0.2 0.1 -0.1
H 1.152532 2.275681 0.539248 -0.2 -0.1 0.1
H 0.694512 1.871361 -1.872422 -0.6 -0.8 -0.2
C 0.915352 -0.577299 4.296568 -0.5 0.3 -0.9
C 0.357702 0.676351 5.010468 1.3 0.1 -2.5
C 0.975252 1.968791 4.267068 -1.2 -1.2 1.0
O -1.062958 0.691551 4.871778 0.8 0.1 1.7
H 0.352412 -0.650639 3.366068 0.0 -0.3 -0.2
H 0.768862 -1.492419 4.870318 0.0 0.0 0.0
H 1.956262 -0.485279 3.986508 0.2 0.1 0.3
H 0.766702 0.478421 6.001248 -1.0 1.1 0.7
H 0.759832 1.913811 3.199988 0.4 -0.6 -0.2
H 2.043412 2.053051 4.467148 -0.1 0.2 -0.1
H 0.399792 2.857421 4.526448 0.3 0.2 0.7
H -1.231638 0.825601 3.936268 -0.2 -0.1 -0.5
C -2.925988 4.301301 2.195438 -0.2 0.9 1.4
C -3.793358 3.807741 1.103618 0.4 1.3 -1.6
C -3.077448 3.874221 -0.192142 1.0 0.2 -2.8
O -4.196058 2.521161 1.307538 -1.0 -0.8 1.1
H -3.549338 4.449801 3.077188 0.2 -0.2 0.4
H -2.497568 5.278501 1.972618 0.2 0.0 -0.2
H -2.141428 3.579601 2.422848 0.1 0.0 0.0
H -4.651948 4.452871 0.917238 -0.5 0.0 0.6
H -2.894458 4.862951 -0.612882 -0.3 0.6 0.4
H -3.659838 3.363611 -0.959082 -0.1 -0.1 0.1
H -2.082128 3.441601 -0.293602 0.0 -0.5 0.7
H -3.389358 2.113201 1.630648 -0.1 -1.0 -0.1
```
Forces are in eV/Å.